## one
A 3-piece molecular cluster, C6H16N2 overall. Source: the OMol25 dataset; level of theory: wB97M-V/def2-TZVPD.

Summary:
Highest occupied orbital energy (spin up / spin down) in eV: -1.38 / -1.62
LUMO energy (spin up / spin down) in eV: 3.90 / 3.89
2S+1: 2
Total charge: -1

Atoms and positions in Å:
C1 1.825 -2.855 0.201
C2 0.306 -2.774 -0.045
N1 -0.130 -1.386 0.165
C3 -1.429 -1.258 0.745
C4 0.005 -0.540 -1.011
C5 0.157 0.983 -0.884
N2 -0.328 1.623 0.101
C6 -0.465 5.545 0.606
H1 2.417 -2.073 -0.279
H2 1.929 -2.658 1.281
H3 2.168 -3.841 -0.111
H4 0.069 -3.015 -1.098
H5 -0.297 -3.434 0.572
H6 -1.493 -1.607 1.776
H7 -1.791 -0.221 0.654
H8 -2.275 -1.647 0.140
H9 0.810 -1.027 -1.616
H10 -0.883 -0.761 -1.661
H11 1.117 0.393 0.603
H12 0.570 1.492 -1.773
H13 -0.240 4.675 1.221
H14 -0.838 6.314 1.272
H15 -1.031 5.181 -0.242
H16 0.478 6.027 0.304



## two
C6H16N2 as an isolated structure. Source: the OMol25 dataset; level of theory: wB97M-V/def2-TZVPD.

Summary:
Highest occupied orbital energy (spin up / spin down) in eV: -0.10 / -1.96
LUMO energy (spin up / spin down) in eV: 3.89 / 3.87
2S+1: 2
Total charge: -1

Atoms and positions in Å:
N1 3.805 0.379 -0.663
C1 2.376 0.502 -0.528
C2 1.571 0.244 -1.737
C3 1.879 1.021 0.608
N2 -1.221 -0.238 -0.594
C4 -2.001 0.513 0.218
C5 -3.171 -0.010 1.070
C6 -3.138 -1.540 1.277
H1 4.048 -0.394 -1.274
H2 4.213 0.223 0.249
H3 0.391 -2.706 0.311
H4 1.975 0.761 -2.617
H5 0.523 0.523 -1.493
H6 1.521 -0.815 -2.033
H7 0.879 1.427 0.591
H8 2.583 1.264 1.393
H9 0.571 -2.021 0.436
H10 -2.279 1.574 -0.120
H11 -0.939 -0.192 0.590
H12 -2.972 0.421 2.050
H13 -4.154 0.331 0.704
H14 -2.971 -1.846 2.308
H15 -4.085 -1.948 0.887
H16 -2.376 -1.986 0.643



Stability ranking, top and bottom: one is the most stable and two is the least stable.